[1]
C35H16Br2F15GeN2ORhS3 | wB97M-V/def2-TZVPD

Each line ends with the Löwdin charge.
Atoms and positions in Å:
Rh1 0.3929 -1.5857 -0.2080  0.305
C1 -0.7684 -3.9485 2.0299  -0.045
C2 0.4153 -3.0408 2.0373  -0.321
N1 0.1830 -1.7535 1.7757  -0.148
N2 0.8158 -0.7755 2.5208  -0.001
C3 1.0974 0.3017 1.9147  -1.041
S1 0.9715 0.5426 0.2008  0.689
S2 1.7036 1.6864 2.8446  0.909
C4 3.3783 1.0528 3.2309  -0.395
C5 4.3712 1.3735 2.1508  -0.296
C6 4.5417 0.5178 1.0681  -0.052
C7 5.4208 0.8475 0.0455  -0.074
C8 6.1352 2.0363 0.0921  -0.093
C9 5.9772 2.8896 1.1759  -0.085
C10 5.0995 2.5587 2.1973  -0.051
C11 1.7410 -3.4655 2.2350  -0.133
C12 2.1185 -4.5332 3.0897  -0.028
C13 3.4315 -4.8252 3.2955  -0.090
C14 4.4185 -4.0681 2.6150  -0.062
C15 4.0918 -3.0919 1.7183  -0.008
C16 2.7273 -2.7882 1.4366  -0.342
O1 2.4334 -2.0096 0.4511  -0.232
H1 -1.0915 -4.0968 3.0647  0.104
H2 -0.5416 -4.9254 1.6006  0.066
H3 -1.5937 -3.4753 1.4947  0.060
H4 3.2649 -0.0173 3.3983  0.078
H5 3.6463 1.5368 4.1695  0.077
H6 3.9767 -0.4045 1.0148  0.072
H7 5.5457 0.1711 -0.7913  0.103
H8 6.8065 2.3017 -0.7145  0.099
H9 6.5387 3.8139 1.2265  0.101
H10 4.9760 3.2275 3.0419  0.113
H11 1.3480 -5.0739 3.6272  0.117
H12 3.7229 -5.6085 3.9809  0.100
H13 5.4644 -4.2799 2.8023  0.108
H14 4.8528 -2.5529 1.1685  0.112
Br1 0.1986 -4.2476 -1.2015  0.753
C17 1.2156 -3.6066 -2.7097  -0.921
Br2 1.4840 -1.7028 -2.5794  0.788
H15 0.6463 -3.8032 -3.6081  0.013
H16 2.1800 -4.0964 -2.7078  0.018
F1 -1.4826 3.1924 -2.9003  0.109
C18 -1.3597 3.3435 -1.5771  -0.212
C19 -1.7330 2.3439 -0.6990  -0.166
C20 -1.6213 2.6270 0.6542  -0.272
F2 -2.0324 1.7128 1.5453  0.086
C21 -1.1222 3.8188 1.1327  -0.148
F3 -1.0099 4.0479 2.4391  0.122
C22 -0.7443 4.7927 0.2241  -0.124
F4 -0.2785 5.9587 0.6575  0.142
C23 -0.8717 4.5614 -1.1315  -0.132
F5 -0.5353 5.5158 -1.9988  0.130
Ge1 -2.6202 0.6560 -1.1351  0.724
S3 -1.8660 -1.3315 -0.6121  0.276
C24 -2.8006 0.5310 -3.1002  -0.142
C25 -3.9643 0.3005 -3.8075  -0.204
F6 -5.1509 0.2667 -3.1857  0.105
C26 -3.9641 0.0815 -5.1761  -0.137
F7 -5.1023 -0.1395 -5.8334  0.129
C27 -2.7668 0.0822 -5.8639  -0.130
F8 -2.7520 -0.1277 -7.1776  0.136
C28 -1.5784 0.2918 -5.1847  -0.138
F9 -0.4192 0.2678 -5.8468  0.121
C29 -1.6224 0.5089 -3.8246  -0.255
F10 -0.4572 0.7079 -3.1820  0.026
C30 -4.4122 0.9878 -0.3978  -0.130
C31 -5.1007 2.0932 -0.8696  -0.229
F11 -4.5336 2.8793 -1.7993  0.102
C32 -6.3742 2.4183 -0.4485  -0.138
F12 -7.0079 3.4873 -0.9292  0.130
C33 -6.9964 1.6070 0.4827  -0.129
F13 -8.2271 1.8931 0.8950  0.140
C34 -6.3421 0.4966 0.9807  -0.137
F14 -6.9493 -0.2793 1.8783  0.128
C35 -5.0634 0.2023 0.5394  -0.221
F15 -4.4754 -0.8776 1.0566  0.074

Properties
Strongest force on any atom: 1.07 eV Å⁻¹
ΔE to the lowest compared entry with this formula, charge and spin: 23.7 kcal/mol
HOMO (spin up / spin down): -7.9 / -7.9 eV

[2]
C35H20ClIN6O9SSeTi | wB97M-V/def2-TZVPD

Each line ends with the Löwdin charge.
Atoms and positions in Å:
Ti1 1.1375 -0.6415 -0.6314  1.232
O1 1.7583 -1.5890 -6.6954  0.079
C1 1.7110 -1.3592 -5.3615  -0.264
C2 2.1179 -0.1526 -4.8031  0.089
C3 2.0083 -0.0031 -3.4389  -0.142
N1 1.5521 -0.9828 -2.6778  0.067
C4 1.1725 -2.1417 -3.1997  -0.140
C5 1.2329 -2.3873 -4.5493  0.104
C6 0.6832 -3.0840 -2.1312  -0.520
O2 0.3389 -4.2176 -2.3521  0.114
O3 0.7155 -2.5032 -0.9520  -0.138
C7 2.3418 1.2464 -2.6524  -0.558
O4 2.8541 2.2000 -3.2110  0.068
O5 2.0351 1.1247 -1.4116  -0.100
H1 2.0572 -0.7906 -7.1435  0.111
H2 2.4884 0.6765 -5.3929  0.135
H3 0.9040 -3.3322 -4.9556  0.139
Se1 -3.9104 3.5535 3.4811  0.993
N2 -3.9918 1.8584 2.8577  -0.232
C8 -2.7915 1.5452 2.4467  -0.346
C9 -2.4355 0.2707 1.8593  -0.104
C10 -3.3362 -0.7715 1.6738  -0.015
C11 -2.9195 -1.9442 1.0719  -0.050
C12 -1.5978 -2.0305 0.6087  -0.119
N3 -0.7157 -1.0696 0.7696  0.035
C13 -1.1018 0.0807 1.4123  -0.178
C14 -0.1169 1.0597 1.5584  -0.160
N4 1.1333 0.7711 1.0549  0.023
C15 2.1067 1.6548 1.2478  -0.112
C16 1.9323 2.8490 1.9308  -0.050
C17 0.6508 3.1880 2.3682  -0.010
C18 -0.3944 2.3068 2.1808  -0.101
C19 -1.7626 2.5798 2.5998  -0.343
N5 -2.1466 3.7123 3.1157  -0.238
H4 -4.3602 -0.6388 2.0013  0.114
H5 -3.5955 -2.7696 0.9037  0.097
H6 -1.2496 -2.9031 0.0698  0.117
H7 3.0667 1.4047 0.8137  0.118
H8 2.7712 3.5157 2.0631  0.096
H9 0.4552 4.1390 2.8479  0.111
Cl1 6.4955 -2.5242 4.0314  0.660
C20 5.4480 -2.1017 2.7005  -0.609
C21 5.9936 -1.6648 1.5314  -0.176
C22 5.1732 -1.3036 0.4410  -0.643
I1 6.0322 -0.6039 -1.3124  0.932
C23 3.8007 -1.3878 0.5270  -0.393
O6 2.9960 -1.0516 -0.4406  -0.210
C24 3.2372 -1.8622 1.7566  -0.139
N6 1.8894 -1.9303 1.7750  0.126
C25 1.2980 -2.3199 2.8707  -0.100
C26 2.0099 -2.6829 4.0353  -0.039
C27 3.3739 -2.6334 4.0269  -0.028
C28 4.0419 -2.2109 2.8560  -0.170
H10 7.0679 -1.5865 1.4388  0.089
H11 0.2138 -2.3553 2.8500  0.109
H12 1.4670 -2.9954 4.9170  0.102
H13 3.9507 -2.9051 4.9005  0.088
C29 -5.8888 3.1425 0.3604  -0.075
C30 -4.8098 2.4204 -0.3977  -0.275
C31 -3.5162 2.9288 -0.4710  -0.038
C32 -2.5106 2.2310 -1.1216  -0.035
C33 -2.8009 1.0063 -1.7058  -0.259
C34 -4.0829 0.4835 -1.6517  -0.049
C35 -5.0793 1.1973 -1.0048  -0.039
S1 -1.5043 0.0312 -2.4026  0.546
O7 -1.1223 0.5547 -3.6884  -0.270
O8 -1.9230 -1.3479 -2.3612  -0.275
O9 -0.4116 0.3098 -1.3882  -0.412
H14 -5.5936 4.1650 0.5937  0.063
H15 -6.0903 2.6326 1.3050  0.058
H16 -6.8183 3.1707 -0.2107  0.075
H17 -3.2824 3.8694 0.0152  0.114
H18 -1.4964 2.6105 -1.1364  0.128
H19 -4.2780 -0.4932 -2.0738  0.114
H20 -6.0793 0.7822 -0.9433  0.113

Properties
Net charge: -1
<S²>: 0.7808
Strongest force on any atom: 1.28 eV Å⁻¹
Multiplicity: 2
ΔE to the lowest compared entry with this formula, charge and spin: 10.0 kcal/mol
HOMO (spin up / spin down): -2.8 / -5.8 eV

[3]
C35H21Cl4FN2O5W | wB97M-V/def2-TZVPD

Each line ends with the Löwdin charge.
Atoms and positions in Å:
W1 -17.7594 8.4109 -11.4979  1.789
C1 -21.4850 6.0794 -11.2069  -0.099
C2 -22.4366 7.0486 -10.9657  -0.078
C3 -22.0680 8.3794 -10.9838  -0.031
C4 -20.7322 8.7545 -11.2590  -0.182
C5 -19.7376 7.7130 -11.4104  -0.207
C6 -20.1696 6.3798 -11.4200  -0.106
C7 -20.3079 10.1182 -11.3427  -0.209
C8 -21.2914 11.1406 -11.5770  0.011
C9 -20.8502 12.4124 -11.7733  0.008
C10 -19.4594 12.6910 -11.6467  -0.162
C11 -19.0465 14.0234 -11.5419  -0.038
C12 -17.7859 14.3514 -11.0704  -0.087
C13 -16.8999 13.3540 -10.7341  -0.072
C14 -17.2190 12.0101 -10.9239  0.013
C15 -18.5182 11.6472 -11.4065  -0.133
N1 -18.9738 10.3084 -11.3120  0.043
H1 -21.7949 5.0404 -11.2484  0.106
H2 -23.4715 6.7843 -10.7599  0.108
H3 -22.7838 9.1605 -10.7471  0.103
H4 -19.5100 5.5993 -11.6974  0.084
H5 -22.2729 10.7414 -11.8579  0.115
H6 -21.5122 13.2742 -11.9749  0.130
H7 -19.7072 14.8162 -11.8336  0.107
H8 -17.4703 15.4065 -11.0230  0.115
H9 -15.8995 13.6134 -10.3121  0.125
H10 -16.5445 11.2199 -10.6504  0.091
Cl1 -14.8878 10.0056 -17.6024  0.659
C16 -15.1687 9.8619 -15.9151  -0.723
C17 -14.1470 10.0568 -15.0173  -0.721
Cl2 -12.5812 10.5039 -15.5928  0.648
C18 -14.3438 9.8843 -13.6417  -0.655
Cl3 -13.0799 10.0244 -12.5224  0.718
C19 -15.6092 9.5170 -13.1825  -0.375
O1 -15.8701 9.3717 -11.8898  -0.250
C20 -16.6446 9.1717 -14.1155  -0.377
O2 -17.7075 8.5786 -13.6024  -0.227
C21 -16.4486 9.4397 -15.4788  -0.658
Cl4 -17.7754 9.2389 -16.4987  0.729
C22 -14.0037 4.3650 -6.1189  -0.046
C23 -14.4813 3.5855 -7.3496  -0.301
C24 -13.3263 2.7043 -7.8117  -0.143
C25 -13.8802 1.8496 -8.9499  -0.137
C26 -14.5562 2.6761 -10.0285  -0.104
C27 -14.7285 2.1085 -11.2850  0.059
C28 -15.4041 2.8152 -12.2827  -0.233
F1 -15.4785 2.1750 -13.4966  0.057
C29 -15.8551 4.0729 -12.0668  0.094
C30 -15.7026 4.7135 -10.7823  -0.040
C31 -16.2146 5.9954 -10.4592  -0.203
O3 -16.8154 6.5496 -11.4938  -0.152
C32 -16.1067 6.4583 -9.1137  -0.012
C33 -15.4245 5.7193 -8.1622  0.082
N2 -15.0127 4.4541 -8.4336  0.049
C34 -15.1632 3.9512 -9.7311  -0.046
C35 -16.7729 7.6998 -8.6622  -0.493
O4 -16.7514 7.9944 -7.4698  0.089
O5 -17.3109 8.4415 -9.6258  -0.186
H11 -13.6421 3.6575 -5.3209  0.108
H12 -14.8021 4.9699 -5.6670  0.082
H13 -13.1572 5.0001 -6.3863  0.096
H14 -15.3071 2.9430 -7.1099  0.151
H15 -12.9316 2.0445 -7.0100  0.134
H16 -12.4783 3.3452 -8.1368  0.142
H17 -14.6346 1.1396 -8.5986  0.131
H18 -13.0578 1.2873 -9.3644  0.116
H19 -14.3264 1.1405 -11.5344  0.133
H20 -16.3748 4.5960 -12.8562  0.138
H21 -15.2512 6.1087 -7.1897  0.122

Properties
<S²>: 2.0147
Strongest force on any atom: 3.12 eV Å⁻¹
Multiplicity: 3
HOMO (spin up / spin down): -6.4 / -7.0 eV